5 unconnected molecules or ions with the total composition C41H91N4O12P, computed with ωB97M-V/def2-TZVPD.

Values from the calculation:
* orbital gap: 8.9 eV
* LUMO energy: 0.355 eV
* net charge: 0
* SMILES: CCCCCCCCCCCCC[C@@]1(NCC)[C@H](CC(=O)N(C)C)NC(=O)[C@]1(CC)P(=N)(O)O.COCCOC.COCCOC.COCCOC.COCCOC

```
149
Properties=species:S:1:pos:R:3:mulliken_charge:R:1
C 3.45007 2.63258 2.21006 -0.9901
C 2.93374 2.90611 3.62322 -0.7292
C 1.41709 2.71122 3.76315 0.2633
C 1.03855 1.25565 4.07759 -0.9296
C -0.41410 0.87151 3.71448 -1.3139
C -0.59067 -0.52303 3.06561 1.0335
C -1.29514 -1.56533 3.97214 -1.1328
C -0.47479 -2.85319 4.16028 -1.0647
C -0.68942 -3.93249 3.06861 -0.1560
C 0.59772 -4.41420 2.37483 -1.1041
C 0.46822 -4.71715 0.87239 -0.9665
C -0.30482 -3.65225 0.05548 0.6489
C 0.23813 -3.50226 -1.37162 -3.2037
C 0.23114 -2.09460 -2.06503 1.6097
N 0.78275 -1.23771 -1.00097 0.4197
C 1.28831 0.13360 -1.10620 -0.3055
C 0.38490 1.12261 -0.34677 -1.0267
C 1.09693 -2.36541 -3.38021 -0.8131
C 2.46070 -1.72070 -3.54466 -1.3805
C 3.48059 -2.32691 -2.59917 0.2021
O 3.56133 -3.50626 -2.41082 -0.6086
N 4.29032 -1.38760 -1.92524 0.3391
C 5.17193 -0.68914 -2.88820 -1.0838
C 5.05727 -2.03314 -0.85510 -1.1040
N 0.22719 -2.27074 -4.55798 -0.2828
C -1.04389 -2.61709 -4.00446 -1.9477
O -1.76237 -3.44441 -4.41580 -0.5170
C -1.20768 -1.81512 -2.68536 2.8943
C -2.42459 -2.33056 -1.89808 -1.7937
C -2.68422 -1.64239 -0.54459 -1.0231
P -1.75254 -0.22579 -3.49353 0.8073
N -2.22984 -0.54104 -4.92844 -0.8201
O -0.56257 0.83173 -3.49103 -0.5555
O -2.80091 0.52910 -2.52168 -0.5057
H 3.38721 1.57362 1.95007 0.3439
H 4.50676 2.91148 2.14938 0.3768
H 2.91044 3.23278 1.47333 0.0618
H 3.43056 2.20217 4.30170 0.3609
H 3.22074 3.91246 3.93608 0.4025
H 1.07067 3.33626 4.59331 -0.3618
H 0.90842 3.06787 2.86064 0.3469
H 1.73111 0.57699 3.56773 0.4962
H 1.18238 1.11550 5.15298 0.4145
H -0.83645 1.63676 3.05535 0.4054
H -1.02180 0.89834 4.62422 0.6286
H 0.38605 -0.91061 2.75910 0.2223
H -1.16449 -0.39996 2.14387 -0.7667
H -2.26617 -1.82235 3.54011 0.4747
H -1.45956 -1.11463 4.95442 0.4461
H -0.68158 -3.28727 5.14229 0.4087
H 0.57984 -2.55737 4.17976 0.4830
H -1.40200 -3.56037 2.32960 0.0301
H -1.16572 -4.78584 3.55969 0.5570
H 1.39845 -3.68193 2.52703 0.3753
H 0.93325 -5.33792 2.85810 0.4459
H 1.47566 -4.81260 0.45705 0.3679
H -0.03472 -5.67974 0.73971 0.3505
H -0.32105 -2.70706 0.59750 -0.2291
H -1.34253 -3.98905 0.01181 0.3990
H -0.26322 -4.21488 -2.03347 0.5625
H 1.29646 -3.78412 -1.34687 0.6548
H 1.51067 -1.79097 -0.56646 0.5488
H 2.26019 0.14197 -0.60369 0.7163
H 1.47401 0.46050 -2.11972 0.2622
H 0.65699 1.13018 0.71013 -0.2376
H -0.65841 0.80063 -0.38796 0.1586
H 0.49305 2.15150 -0.70862 0.4658
H 1.31068 -3.43745 -3.33338 0.6534
H 2.47757 -0.63917 -3.44287 0.4821
H 2.79431 -1.94812 -4.56602 0.7189
H 5.21022 0.38149 -2.67661 0.2887
H 4.83645 -0.82697 -3.91526 0.4173
H 6.18829 -1.08724 -2.81977 0.3759
H 5.76055 -2.77999 -1.23466 0.3922
H 5.61091 -1.25871 -0.32021 0.4171
H 4.37386 -2.51698 -0.15874 0.2408
H 0.18153 -1.37798 -5.04054 0.4605
H -3.30430 -2.22570 -2.54268 0.9569
H -2.30441 -3.40383 -1.75859 0.5700
H -1.80505 -1.08921 -0.21162 -0.3181
H -2.93243 -2.36589 0.23320 0.3853
H -3.49728 -0.92059 -0.60619 0.1696
H -3.16099 -0.23427 -5.17510 0.2319
H -0.67385 1.50008 -2.79880 0.3083
H -3.67188 0.11934 -2.66751 0.0971
C -6.21095 0.15850 -2.46414 -0.9661
O -5.91932 -1.13041 -1.95992 -0.2159
C -6.27466 -1.30845 -0.59465 -0.0190
C -7.60841 -2.00511 -0.44295 -0.8410
O -8.67766 -1.23513 -0.96215 -0.3755
C -9.09009 -1.62925 -2.25907 -0.6604
H -6.18511 0.09525 -3.55225 0.2444
H -7.19550 0.51718 -2.15901 0.4364
H -5.46405 0.88943 -2.12790 0.4094
H -6.29426 -0.34300 -0.07795 0.3613
H -5.50006 -1.92441 -0.13211 0.1395
H -7.79996 -2.15761 0.62329 0.4033
H -7.57379 -2.98790 -0.92421 0.3689
H -9.69224 -2.54268 -2.21423 0.3294
H -8.23802 -1.79729 -2.92153 0.2555
H -9.70284 -0.82545 -2.66361 0.2458
C -0.47710 6.55600 9.35446 -0.6550
O -1.23165 6.77229 8.17638 -0.3707
C -0.44251 6.91086 7.00810 -0.7045
C -0.37417 5.63086 6.20425 -0.1235
O 0.28289 4.59227 6.91297 -0.3879
C -0.60577 3.67560 7.52627 -0.6969
H -1.16357 6.19636 10.11923 0.2453
H 0.30700 5.81126 9.20099 0.2654
H -0.02121 7.48969 9.70145 0.3191
H 0.56849 7.24355 7.26505 0.3514
H -0.90696 7.68623 6.39117 0.3858
H 0.20367 5.81922 5.29350 0.1920
H -1.37958 5.31528 5.90692 0.3123
H -1.00977 2.97365 6.78725 0.1875
H -1.43332 4.18631 8.02301 0.4163
H -0.03728 3.11510 8.26697 0.2572
C 2.98788 9.29177 0.60345 -0.6594
O 3.53651 8.25821 -0.19321 -0.3762
C 4.38699 7.37661 0.51820 -0.7728
C 3.68445 6.09786 0.91693 -0.2546
O 2.62786 6.32198 1.83636 -0.2480
C 1.34575 6.35039 1.23854 -0.7047
H 2.16110 9.72856 0.04573 0.2435
H 2.61320 8.91152 1.55652 0.2613
H 3.73281 10.07120 0.79689 0.3251
H 4.79545 7.87018 1.40622 0.3722
H 5.22186 7.12426 -0.14248 0.3940
H 4.40449 5.44060 1.41370 0.2171
H 3.31093 5.57929 0.02731 0.3734
H 1.00413 5.33530 1.00266 0.1815
H 1.33791 6.95066 0.32597 0.4267
H 0.65858 6.79077 1.95961 0.2277
C 2.63993 -5.49111 -5.81296 -0.3650
O 2.61438 -5.48194 -7.22935 -0.3896
C 2.19901 -6.70802 -7.80678 -0.5111
C 0.73178 -6.69569 -8.18598 -0.4673
O -0.10224 -6.57140 -7.05261 -0.4083
C -0.54187 -5.24094 -6.80830 -0.6222
H 2.68971 -4.45487 -5.48035 -0.1245
H 1.74114 -5.95005 -5.39612 0.3022
H 3.52212 -6.02502 -5.44208 0.3913
H 2.39674 -7.53983 -7.12203 0.3024
H 2.79902 -6.86261 -8.70916 0.3978
H 0.48720 -7.64354 -8.67667 0.4052
H 0.53913 -5.88594 -8.89823 0.2933
H -1.35678 -4.96979 -7.48833 0.3517
H 0.27366 -4.52485 -6.92476 0.3039
H -0.90788 -5.19186 -5.78874 0.1442
```